Entry 1:
87
Properties=species:S:1:pos:R:3 method="wB97M-V/def2-TZVPD" homo_lumo_gap_ha=0.3608 relative_energy_ev=0.0906 lumo_ev=0.5 total_energy_ha=-4757.455914
Br 2.6449 -3.5381 -0.0257
C 1.8529 -2.4360 -1.4079
C 1.5472 -1.0324 -0.9323
C 0.5621 -0.9585 0.2583
Si -1.1238 -0.4905 -0.3737
O -2.2216 -0.2441 0.8557
Si -3.3117 -1.4502 1.1748
C -4.6369 -1.5055 -0.1364
C -4.9126 -0.4346 -0.9760
C -5.9255 -0.5443 -1.9146
N -6.6870 -1.6208 -2.0724
C -6.4168 -2.6421 -1.2668
C -5.4193 -2.6427 -0.3057
H 2.5721 -2.4265 -2.2181
H 0.9577 -2.9409 -1.7552
H 2.4758 -0.5432 -0.6471
H 1.1541 -0.4806 -1.7901
H 0.4835 -1.9227 0.7538
H 0.9160 -0.2313 0.9841
H -1.0395 0.7091 -1.2337
H -1.6324 -1.6086 -1.2118
H -3.9285 -1.1977 2.4901
H -2.6250 -2.7614 1.2117
H -4.3462 0.4831 -0.9136
H -6.1267 0.2901 -2.5718
H -7.0260 -3.5254 -1.3831
H -5.2628 -3.5297 0.2907
C 3.8147 2.8695 1.9259
C 3.7376 3.4276 3.1941
C 2.5028 3.7591 3.7344
C 1.3433 3.5283 3.0080
C 1.4206 2.9698 1.7401
C 2.6554 2.6421 1.1979
H 4.7789 2.6144 1.5042
H 4.6415 3.6044 3.7634
H 2.4442 4.1963 4.7226
H 0.3799 3.7824 3.4301
H 0.5160 2.7891 1.1728
H 2.7151 2.2112 0.2063
C -7.9118 0.4233 -6.2930
C -7.9271 0.7438 -4.9428
C -8.1999 2.0444 -4.5424
C -8.4602 3.0236 -5.4910
C -8.4461 2.7022 -6.8408
C -8.1707 1.4024 -7.2418
H -7.6985 -0.5908 -6.6048
H -7.7327 -0.0239 -4.2035
H -8.2114 2.2949 -3.4891
H -8.6755 4.0371 -5.1781
H -8.6509 3.4650 -7.5807
H -8.1580 1.1525 -8.2948
C 9.0283 3.0694 1.7181
C 7.7968 3.5730 2.1128
C 7.1918 4.5833 1.3784
C 7.8162 5.0869 0.2460
C 9.0474 4.5830 -0.1490
C 9.6543 3.5755 0.5878
H 9.5003 2.2808 2.2909
H 7.3078 3.1765 2.9941
H 6.2317 4.9769 1.6876
H 7.3426 5.8721 -0.3286
H 9.5341 4.9751 -1.0325
H 10.6155 3.1839 0.2810
C 13.0721 -0.0135 5.5618
C 12.8788 1.1459 4.8244
C 11.6006 1.6633 4.6688
C 10.5166 1.0236 5.2530
C 10.7100 -0.1356 5.9910
C 11.9877 -0.6547 6.1442
H 14.0685 -0.4181 5.6828
H 13.7243 1.6467 4.3712
H 11.4487 2.5668 4.0917
H 9.5200 1.4297 5.1341
H 9.8649 -0.6339 6.4475
H 12.1386 -1.5598 6.7178
C -9.0239 -7.0884 -2.4589
C -10.0385 -7.6068 -1.6669
C -10.8322 -6.7555 -0.9112
C -10.6137 -5.3857 -0.9499
C -9.5992 -4.8665 -1.7421
C -8.8043 -5.7186 -2.4947
H -8.4044 -7.7516 -3.0485
H -10.2115 -8.6747 -1.6392
H -11.6223 -7.1598 -0.2919
H -11.2353 -4.7218 -0.3633
H -9.4315 -3.7973 -1.7755
H -8.0124 -5.3136 -3.1125

Entry 2:
102
Properties=species:S:1:pos:R:3 method="wB97M-V/def2-TZVPD" homo_lumo_gap_ha=0.1831 relative_energy_ev=0.2269 lumo_ev=3.5 total_energy_ha=-6169.547481 charge=-2
Na -0.0652 -0.0901 0.1443
O 3.0277 1.9169 2.2160
C 2.9123 1.0045 1.3667
O 1.8575 0.7095 0.7476
C 4.2289 0.2246 1.1125
C 5.3384 1.0765 1.0052
C 6.6280 0.6277 0.7826
C 6.8410 -0.7463 0.6995
C 5.7703 -1.6077 0.8189
C 4.4343 -1.1770 1.0122
S 3.2044 -2.4160 1.0289
H 5.1497 2.1377 1.1107
H 7.4482 1.3312 0.6881
H 7.8390 -1.1449 0.5428
H 5.9224 -2.6780 0.7461
Cl -3.6518 6.3803 -2.3867
C -3.1344 4.7555 -2.0566
C -1.7813 4.4053 -2.1094
Cl -0.6124 5.6318 -2.4932
C -1.3601 3.1160 -1.8621
Cl 0.3112 2.6963 -1.9110
C -2.2693 2.0411 -1.5393
O -1.9080 0.8761 -1.3038
C -3.6480 2.4620 -1.4920
Cl -4.8050 1.2283 -1.1050
C -4.0553 3.7570 -1.7433
Cl -5.7452 4.1650 -1.6669
C -0.6141 -4.7603 4.4616
C 0.0352 -4.0844 3.2699
C 1.0881 -4.9357 2.5934
O 0.6680 -2.8802 3.7550
P 0.4632 -1.5124 2.9563
O 0.0253 -1.6879 1.5678
C -0.8743 -0.6367 3.8415
P -1.3246 0.8635 2.9444
O -1.6534 0.6107 1.5356
O -2.5089 1.5770 3.7625
C -3.8900 1.1662 3.8087
C -4.3283 0.2666 2.6665
C -4.1415 0.5396 5.1698
O -0.1165 1.7839 3.3004
C 0.2356 3.1024 2.7624
C -0.1328 4.1228 3.8209
C -0.3966 3.3845 1.4182
O 1.7415 -0.6885 3.3022
C 2.4286 -0.7287 4.5738
C 3.7403 -1.4553 4.3640
C 2.6065 0.7113 5.0151
H -1.0855 -5.6958 4.1541
H -1.3744 -4.1187 4.9103
H 0.1401 -4.9831 5.2191
H -0.7223 -3.8029 2.5340
H 1.8496 -5.2414 3.3144
H 1.5811 -4.3687 1.8042
H 0.6262 -5.8277 2.1629
H -0.5925 -0.3877 4.8662
H -1.7456 -1.2971 3.8455
H -4.4478 2.1036 3.7379
H -3.8239 -0.7014 2.6967
H -4.1192 0.7138 1.6980
H -5.4031 0.0942 2.7612
H -3.5993 -0.4043 5.2601
H -5.2064 0.3381 5.3029
H -3.8063 1.2058 5.9652
H 1.3160 3.0215 2.6325
H -1.2170 4.1886 3.9399
H 0.2471 5.1033 3.5271
H 0.3096 3.8541 4.7816
H -1.4889 3.3816 1.4579
H -0.0643 2.6579 0.6811
H -0.0643 4.3714 1.0876
H 1.8072 -1.2825 5.2859
H 4.4252 -0.8341 3.7835
H 3.5818 -2.3758 3.8027
H 4.1905 -1.6791 5.3354
H 2.9675 1.2993 4.1674
H 3.3347 0.7576 5.8289
H 1.6638 1.1457 5.3516
O 1.1245 -1.1580 -1.4474
S 2.5923 -0.8957 -1.3470
C 3.3666 -2.2619 -2.2437
C 2.5676 -3.2592 -2.7709
C 3.1610 -4.3305 -3.4266
C 4.5426 -4.4040 -3.5373
C 5.3349 -3.4037 -2.9836
C 4.7498 -2.3307 -2.3316
C 2.9174 0.2846 -2.6951
C 2.1205 0.2981 -3.8293
C 2.3929 1.2054 -4.8382
C 3.4507 2.1009 -4.7072
C 4.2288 2.0936 -3.5599
C 3.9595 1.1832 -2.5430
H 1.4947 -3.1798 -2.6458
H 2.5412 -5.1158 -3.8439
H 5.0045 -5.2448 -4.0414
H 6.4147 -3.4672 -3.0478
H 5.3625 -1.5614 -1.8738
H 1.2781 -0.3808 -3.8859
H 1.7676 1.2320 -5.7225
H 3.6515 2.8184 -5.4940
H 5.0356 2.8070 -3.4436
H 4.5437 1.1769 -1.6288

Entry 3:
110
Properties=species:S:1:pos:R:3 method="wB97M-V/def2-TZVPD" homo_lumo_gap_ha=0.2827 relative_energy_ev=0.7974 lumo_ev=-1.1 total_energy_ha=-4292.248256
Ta 0.2429 0.9673 0.1572
O 2.2781 3.8354 2.2992
C 2.0595 3.2525 1.2637
O 1.8512 1.9699 1.1432
C 2.0761 3.9659 -0.0700
C 3.0341 4.9110 -0.3407
C 3.1589 5.4151 -1.6303
C 2.3383 4.9749 -2.6427
C 1.3359 4.0605 -2.3672
C 1.1653 3.5346 -1.0613
O 0.2289 2.6656 -0.7448
N 0.5400 3.5905 -3.4950
O -0.5410 3.0796 -3.2791
O 0.9888 3.7899 -4.6111
N 4.2126 6.3811 -1.9288
O 4.8976 6.7685 -1.0019
O 4.3382 6.7390 -3.0847
H 3.7024 5.2464 0.4402
H 2.4550 5.3491 -3.6486
F -2.2236 0.0015 -4.5678
C -1.2135 -0.8687 -4.7358
F -1.5662 -2.0137 -4.1108
F -1.1527 -1.1506 -6.0528
C 0.0978 -0.3373 -4.2324
C 1.2079 -0.3220 -5.0575
C 2.4095 0.1634 -4.5656
C 2.4327 0.6609 -3.2774
N 1.3716 0.6558 -2.4741
C 0.2285 0.1263 -2.9150
S -1.0386 0.0002 -1.7435
H 1.1250 -0.6995 -6.0668
H 3.3037 0.1630 -5.1710
H 3.3391 1.0820 -2.8560
C -0.8146 4.4636 1.8783
C -0.9991 3.1467 2.5700
C -1.3389 3.0836 3.9096
C -1.5140 1.8407 4.5079
C -1.3834 0.6833 3.7704
C -1.0597 0.8038 2.4182
N -0.8626 2.0199 1.8588
N -0.8467 -0.1603 1.4868
Si -1.1608 -1.8858 1.7510
C -1.1208 -2.7939 0.1042
C 0.0757 -2.7308 2.8964
C -2.8978 -2.0122 2.5061
H -1.6377 5.1334 2.1283
H -0.7756 4.3276 0.7996
H 0.1133 4.9284 2.2106
H -1.4435 3.9982 4.4749
H -1.7550 1.7869 5.5617
H -1.4985 -0.2942 4.2158
H -0.1821 -2.6084 -0.4198
H -1.9364 -2.5051 -0.5574
H -1.1984 -3.8691 0.2869
H 1.0090 -2.9498 2.3761
H -0.3465 -3.6755 3.2486
H 0.3300 -2.1180 3.7623
H -3.5012 -1.1284 2.2893
H -2.8623 -2.1336 3.5904
H -3.4227 -2.8805 2.1034
C -3.3589 2.8605 -0.9609
N -3.2657 1.7719 0.0278
C -3.9771 2.2016 1.2411
N -5.3755 2.5434 0.9896
C -5.4129 3.6061 -0.0216
N -4.7467 3.2115 -1.2621
C -5.4252 2.0195 -1.7774
N -5.4034 0.9230 -0.8057
C -4.0072 0.6126 -0.5163
C -6.0444 1.3674 0.4284
H -2.8570 2.5485 -1.8788
H -2.8560 3.7442 -0.5588
H -3.4793 3.0823 1.6533
H -3.9353 1.3907 1.9748
H -4.9278 4.4965 0.3860
H -6.4563 3.8405 -0.2426
H -4.9221 1.6937 -2.6899
H -6.4627 2.2724 -2.0049
H -3.5394 0.2932 -1.4425
H -3.9590 -0.2009 0.2130
H -6.0064 0.5566 1.1604
H -7.0902 1.6102 0.2290
C 0.9906 -8.6987 0.2573
C 1.9247 -7.5303 0.4004
C 1.6406 -6.3100 -0.2097
C 2.5166 -5.2441 -0.1051
C 3.6868 -5.4034 0.6203
C 3.9932 -6.6038 1.2388
C 3.1070 -7.6616 1.1268
S 4.8346 -4.0585 0.6782
O 6.0879 -4.5310 1.1985
O 4.8250 -3.3855 -0.5885
N 4.0878 -3.0579 1.8041
C 4.5272 -1.6457 1.8277
C 3.8337 -0.8436 0.7350
C 2.3848 -0.6183 1.0618
O 1.9644 -0.5511 2.1941
O 1.5720 -0.4264 0.0171
H 0.0066 -8.3784 -0.0803
H 0.8858 -9.2315 1.2021
H 1.3845 -9.4058 -0.4756
H 0.7295 -6.2005 -0.7852
H 2.3203 -4.2972 -0.5921
H 4.9271 -6.6973 1.7776
H 3.3390 -8.6093 1.5972
H 4.2235 -3.4995 2.7085
H 5.6136 -1.5631 1.7268
H 4.2312 -1.2355 2.7912
H 3.9302 -1.3363 -0.2259
H 4.2861 0.1504 0.6577